Molecular formula: C4H5N5
Method: DFT, ωB97M-V/def2-TZVPD

The geometry in XYZ format:
```
14
Properties=species:S:1:pos:R:3:forces:R:3
C -1.093807 -0.282870 -0.894007 -0.42 1.12 0.73
C -0.045442 0.005367 -0.090440 -0.81 -0.31 -0.88
C 1.425417 0.833856 1.182920 -1.92 0.08 -0.42
C 0.918291 -1.094649 0.250130 -0.42 -1.83 -0.57
H -1.516612 1.761188 -0.021664 -1.13 0.38 -1.57
H -1.147706 -1.282081 -1.243247 -0.26 -0.68 -0.42
H 1.954873 1.508815 1.770724 1.02 0.98 0.94
H 2.516136 -0.883626 1.782372 -1.69 0.46 -1.78
H 0.249022 -2.523031 -0.696403 -1.18 -0.62 -1.26
N -2.240753 1.698913 -0.836671 0.63 -0.65 1.50
N -2.202990 0.560439 -1.342273 1.54 0.35 0.31
N 0.351549 1.212223 0.535530 1.16 -1.30 0.04
N 1.753244 -0.487087 1.149563 2.37 0.39 1.71
N 1.012882 -2.320415 -0.118064 1.12 1.63 1.65
```
Positions in Å, forces in eV/Å.

Calculated values
HOMO-LUMO gap in Ha: 0.292
Energy above the lowest of the compared OMol25 structures with the same formula, charge and spin in eV: 1.871
2S+1: 1
SMILES: [H]\N=N/C=C1\N=CN\C1=N\[H]
Total energy in Ha: -429.1122
HOMO energy in eV: -8.93



Molecular formula: C6H11NO
Method: DFT, ωB97M-V/def2-TZVPD

The geometry in XYZ format:
```
19
Properties=species:S:1:pos:R:3:forces:R:3
C -0.166534 0.693632 -1.086956 -0.37 -0.69 1.11
C 0.237059 2.114984 -1.149379 1.08 1.65 1.06
C -0.923814 -1.662171 -0.389981 0.16 -0.04 -0.23
C 1.186154 -0.502585 0.669551 0.16 -1.30 0.29
C -0.196384 -0.375517 -0.028478 2.58 1.58 1.43
N 1.217951 -1.391135 1.705714 -0.22 -0.02 0.16
C -1.043124 0.623759 0.649748 -1.37 -0.76 -2.11
O 2.213971 0.064377 0.348446 -0.68 0.33 -0.38
H 0.115901 0.241119 -2.038915 -2.08 -0.37 -0.60
H 0.377766 -1.812974 2.063053 0.11 0.00 0.02
H 2.081755 -1.475877 2.219964 -0.18 -0.01 0.00
H -0.239166 2.718752 -0.363508 0.30 -0.05 -0.46
H 1.311923 2.324628 -1.085335 0.17 -0.31 0.04
H -0.055731 2.568141 -2.102530 -0.28 -0.31 0.12
H -1.508656 -2.026641 0.462794 0.36 -0.08 -0.06
H -1.657157 -1.494719 -1.182166 0.15 0.21 -0.04
H -0.223451 -2.426287 -0.736646 -0.13 0.01 0.09
H -2.118940 0.501558 0.688498 0.10 -0.23 0.05
H -0.609523 1.316956 1.356123 0.14 0.40 -0.51
```
Positions in Å, forces in eV/Å.

Calculated values
HOMO-LUMO gap (alpha / beta) in Ha: 0.294 / 0.295
Energy above the lowest of the compared OMol25 structures with the same formula, charge and spin in eV: 3.888
2S+1: 1
Total energy in Ha: -365.0886
HOMO energy (alpha / beta) in eV: -7.61 / -7.64



Molecular formula: CH3Cl2OPS
Method: DFT, ωB97M-V/def2-TZVPD

The geometry in XYZ format:
```
9
Properties=species:S:1:pos:R:3:forces:R:3
C -1.124212 -0.998549 -0.181352 0.87 -0.89 1.82
O 2.347928 1.619403 0.169715 1.86 0.40 0.44
P 0.371773 -0.408527 0.838660 -1.59 1.02 0.59
S 1.014160 1.443783 -0.376126 -1.90 -0.06 -0.18
Cl -2.467628 -0.144182 0.619486 -0.34 -0.24 0.19
Cl 1.861844 -1.357415 -0.026831 1.16 -1.22 -0.79
H -1.229428 -2.146052 -0.172942 0.03 2.04 -0.28
H -1.025521 -0.468573 -1.082350 0.01 -0.31 -1.77
H 0.251082 2.460113 0.211742 -0.10 -0.75 -0.02
```
Positions in Å, forces in eV/Å.

Calculated values
HOMO-LUMO gap in Ha: 0.333
Energy above the lowest of the compared OMol25 structures with the same formula, charge and spin in eV: 3.871
2S+1: 1
SMILES: O=[SH]#P(Cl)CCl
Total energy in Ha: -1775.0210
HOMO energy in eV: -9.03



Molecular formula: C12H10N2O4
Method: DFT, ωB97M-V/def2-TZVPD

The geometry in XYZ format:
```
28
Properties=species:S:1:pos:R:3:forces:R:3
C 2.313188 0.981342 0.065225 0.54 -0.63 0.19
C 2.697668 0.411662 -1.158185 -0.02 1.45 0.32
C 3.994608 0.602252 -1.635085 0.17 -0.47 0.13
C 4.903268 1.301552 -0.858775 0.33 0.44 1.27
C 4.521688 1.798252 0.410605 0.62 -0.15 0.17
C 3.239858 1.616942 0.912315 -0.93 -0.17 -2.25
N 6.362248 1.495992 -1.278815 0.73 -1.14 -1.03
O 7.175788 2.006672 -0.546415 -0.96 0.65 1.21
O 6.738838 1.035212 -2.352125 -1.54 -0.04 0.06
H 1.318968 0.871202 0.472395 -0.28 -0.04 -0.39
H 1.978048 0.042572 -1.873945 -0.16 -0.49 0.33
H 4.248528 0.092592 -2.552785 0.37 0.42 -0.17
H 5.245888 2.259232 1.065915 0.29 0.23 -0.34
H 2.774658 2.097812 1.760105 0.83 -0.06 0.50
C -4.088182 -3.135278 0.338885 -0.10 2.27 1.25
C -3.610692 -2.489328 1.543595 -0.48 -0.61 -2.36
C -3.645412 -1.097418 1.699845 -1.12 1.04 -1.55
C -4.128622 -0.244718 0.633925 -0.59 -4.04 0.51
C -4.633712 -0.958498 -0.561325 1.03 3.11 1.57
C -4.632362 -2.313928 -0.693615 1.44 -1.39 1.29
N -4.172882 1.239332 0.833855 1.20 -2.37 -1.52
O -3.612482 1.683422 1.813395 -0.75 0.45 -0.21
O -4.598482 1.810152 -0.147275 -0.31 1.17 0.65
H -4.085162 -4.213818 0.282665 0.15 0.00 -0.17
H -3.115482 -3.110798 2.274985 -0.27 0.06 0.31
H -3.406102 -0.668578 2.661725 0.34 0.17 -0.11
H -4.922262 -0.401148 -1.440245 -0.17 0.40 0.21
H -4.861392 -2.712678 -1.670835 -0.37 -0.25 0.13
```
Positions in Å, forces in eV/Å.

Calculated values
HOMO-LUMO gap in Ha: 0.339
Energy above the lowest of the compared OMol25 structures with the same formula, charge and spin in eV: 2.223
2S+1: 1
SMILES: O=[N+]([O-])c1ccccc1.O=[N+]([O-])c1ccccc1
Total energy in Ha: -873.5138
HOMO energy in eV: -10.06



Molecular formula: C53H58N3O14
Method: DFT, ωB97M-V/def2-TZVPD

The geometry in XYZ format:
```
128
Properties=species:S:1:pos:R:3:forces:R:3
C 1.218298 -2.655121 3.851451 -0.18 -1.06 -0.18
C 2.107836 -1.766721 3.036821 3.07 -0.49 1.20
N 1.340792 -1.023301 1.960067 0.39 1.19 5.92
C 0.401208 0.006542 2.215273 0.52 0.63 2.18
C -0.148067 0.358805 1.002021 3.84 -4.82 3.26
N 0.414378 -0.535973 0.134916 0.03 -0.47 -2.91
C 1.339995 -1.297355 0.730254 0.13 -1.56 -3.63
C 0.011527 -0.730090 -1.301983 15.74 3.86 -0.15
H 0.878170 -3.387753 3.168965 -1.07 -1.01 -0.57
H 0.392139 -2.068572 4.206174 -0.52 0.09 0.46
H 1.668976 -3.275473 4.667173 0.12 1.13 -0.59
H 3.013348 -2.364269 2.622508 -1.88 0.94 -0.15
H 2.655693 -1.229908 3.875501 -0.78 1.11 -1.80
H 0.314007 0.419229 3.316699 0.06 -0.80 -2.73
H -0.653851 1.172026 0.808368 -3.04 3.60 -1.50
H 2.014084 -2.067308 0.269744 -1.19 0.88 0.33
H 0.564257 0.175391 -1.919931 -2.33 -1.67 1.53
H -0.870379 -0.811024 -1.348764 -12.32 -1.02 -1.17
H 0.628981 -1.519273 -1.746948 -0.79 -0.46 0.62
N -2.939044 -3.548699 -1.924670 1.13 -1.08 0.56
C -2.303615 -3.217875 -3.102636 1.12 -1.62 1.85
C -0.841196 -3.374774 -3.226796 -3.10 -1.62 -1.75
C -0.199258 -4.241337 -2.312634 -0.91 2.67 -1.87
C -0.896936 -4.603485 -1.178083 -1.19 0.84 0.14
C -2.212905 -4.239688 -0.903521 -0.36 1.74 -1.78
H -2.958641 -3.063175 -4.027470 0.98 0.53 1.65
H -0.518691 -3.206398 -4.302058 0.33 0.12 1.70
H 0.821071 -4.408077 -2.612289 0.35 -0.74 0.74
H -0.453626 -5.052581 -0.372518 1.54 -1.57 1.54
H -2.597029 -4.502097 0.189874 0.12 0.86 -2.89
C 1.697209 3.982740 -4.133716 10.89 0.81 -5.42
C 2.011460 4.951783 -5.261862 2.02 -2.80 0.47
C 3.284398 4.956860 -5.924480 -1.02 -0.26 3.10
C 4.311907 4.068231 -5.374970 -0.88 1.65 -2.30
C 4.027524 3.209613 -4.312110 1.65 -1.04 -0.94
C 2.751357 3.167875 -3.645430 -0.07 0.01 -1.59
O 2.526423 2.155751 -2.656879 -0.76 2.57 -0.08
O 3.630010 5.876912 -6.864268 8.18 -8.54 4.28
H 0.845207 4.141806 -3.826432 -8.60 0.57 3.71
H 1.264605 5.490685 -5.812506 -0.75 0.34 0.59
H 5.262668 4.120936 -6.030165 -1.32 -0.56 1.72
H 4.940794 2.451661 -4.223903 -2.42 1.42 0.78
H 2.922653 1.353905 -2.927164 0.76 -1.22 -0.54
H 3.117685 6.437613 -7.193053 -7.69 7.09 -3.79
C 3.771837 -5.777597 1.976858 2.29 -2.27 1.53
C 3.978783 -6.671572 3.144287 -3.19 0.82 -0.33
C 2.883588 -7.189785 3.897578 -2.45 1.89 -0.99
C 1.540781 -6.939897 3.380533 0.74 1.35 1.21
C 1.376463 -6.127396 2.247484 3.33 -0.71 0.30
C 2.462200 -5.573813 1.481681 2.48 -2.64 3.54
O 2.240590 -4.993636 0.341651 -4.04 2.25 -0.54
O 2.980919 -7.888496 5.066938 4.11 -2.82 -6.93
H 4.848108 -5.538134 1.508007 -3.03 -0.03 0.51
H 4.910825 -6.952688 3.544688 1.36 0.15 0.00
H 0.603169 -7.142148 4.025361 1.75 -0.27 -1.32
H 0.496046 -6.211720 1.749114 -2.88 0.48 -1.12
H 2.795570 -4.971909 -0.385262 2.39 -0.57 -1.41
H 2.679472 -7.700316 5.856862 -2.85 2.48 5.54
C -0.640465 0.245826 -5.248280 6.28 -1.62 -0.34
C 0.605068 -0.546568 -5.774779 -4.81 0.86 -0.22
C 0.478703 -1.479889 -6.794411 -0.55 1.25 1.84
C -0.791923 -1.618709 -7.404421 -1.63 2.42 2.05
C -1.901699 -0.779443 -7.023243 5.87 -0.38 1.49
C -1.757223 0.211938 -5.941328 -3.67 -1.84 -1.78
O -2.915607 0.881158 -5.657158 -1.37 0.95 2.98
O 1.375018 -2.437310 -7.106859 3.29 -1.55 -0.64
H -0.413588 0.832089 -4.358447 -0.52 0.14 -0.29
H 1.486450 -0.387247 -5.268377 1.94 0.17 1.08
H -0.956439 -2.463982 -8.009543 -0.18 -0.62 -1.09
H -2.700040 -0.925016 -7.623411 -3.06 -0.02 -1.18
H -3.260502 1.108847 -4.590738 2.00 -0.93 -4.07
H 2.402948 -2.450458 -6.928341 -3.49 1.11 -0.09
C -5.564525 2.090679 -3.857399 5.95 -2.36 2.85
C -4.096616 2.483607 -3.515008 -3.59 -1.14 1.37
C -3.436661 1.561700 -2.663819 -3.10 2.14 -3.60
C -4.041715 0.320415 -2.508918 5.03 -2.00 2.30
C -5.203192 -0.163503 -2.914739 -3.56 1.46 -1.55
C -6.069836 0.805197 -3.617904 1.30 1.41 -0.45
O -7.279984 0.499963 -4.149826 -2.28 0.11 -1.18
O -2.179701 1.815647 -2.364066 0.62 -11.35 -0.97
H -6.081273 2.711744 -4.430932 -2.24 2.70 -2.29
H -3.630221 3.494827 -3.683243 -0.86 -1.19 -0.24
H -3.261567 -0.423183 -2.093422 -1.57 0.88 -0.23
H -5.455507 -1.181439 -2.653976 -0.30 0.01 -0.41
H -7.852463 1.150243 -4.769839 2.91 -1.68 2.42
H -2.064798 2.613079 -2.179910 1.74 10.94 2.48
C 0.925911 3.015976 5.619665 4.32 1.47 -1.74
C 2.223856 2.413374 5.297551 -0.29 -1.00 0.23
C 2.590133 1.126816 5.807858 -0.03 3.49 -0.44
C 1.758467 0.581466 6.718898 -3.23 -1.71 1.81
C 0.492434 1.168750 7.016743 1.89 1.12 -1.49
C 0.084863 2.431006 6.496526 -1.43 -3.47 1.50
O -1.247263 2.772819 6.831376 2.80 -3.46 1.08
O 3.774670 0.543947 5.499618 2.02 -0.31 -0.05
H 0.931023 4.056860 5.265690 -0.97 -0.42 0.02
H 3.034173 2.865172 4.645558 -1.56 -0.08 0.74
H 1.942805 -0.421501 7.187747 0.12 1.12 -0.53
H -0.185582 0.660790 7.622475 -0.92 -0.77 1.11
H -1.346514 3.573801 6.447096 -1.18 4.29 -1.74
H 4.574646 0.896207 5.981572 -1.60 -0.31 -0.62
C -3.783018 0.015190 2.364212 1.69 -0.80 2.72
C -3.715159 -1.063659 3.417235 2.64 5.46 -0.77
C -2.959615 -0.822902 4.612493 -2.35 0.43 -2.76
C -2.493501 0.497788 4.743545 0.70 -0.69 1.43
C -2.531911 1.492803 3.790854 -0.01 0.41 -1.58
C -3.109653 1.294418 2.539803 -1.94 -2.88 0.58
O -3.214467 2.301315 1.594814 0.28 -2.38 -0.54
O -2.951163 -1.879568 5.517689 -4.43 0.58 -4.28
H -4.250206 -0.215149 1.436719 -0.50 -0.05 -0.53
H -4.103974 -2.001087 3.320289 -1.32 -2.24 -0.74
H -2.055518 0.834855 5.660577 0.28 -0.20 0.62
H -2.064655 2.476229 3.913536 -0.06 -0.37 0.61
H -3.270103 3.078629 2.098473 -0.08 2.00 0.79
H -2.256002 -1.741952 6.021902 5.20 0.71 4.32
C -0.316392 4.245177 0.906141 0.53 0.50 1.63
C -0.019183 5.316190 2.014269 2.14 -6.25 -4.28
C 1.342113 5.306849 2.511505 -2.44 1.28 0.95
C 2.361889 4.481340 2.060615 -0.24 -0.80 -0.65
C 2.042221 3.578914 0.954746 -2.08 3.37 3.96
C 0.767456 3.425737 0.429487 0.67 2.17 -1.01
O 0.636226 2.753713 -0.777254 0.14 -0.73 -0.74
O 1.446633 6.221456 3.576032 -1.57 -0.88 -1.44
H -1.345094 3.912094 0.425597 1.96 1.45 1.32
H -0.873706 5.616079 2.517909 -1.01 1.43 0.93
H 3.400778 4.513196 2.578674 -1.89 -0.03 -1.30
H 2.871636 3.255426 0.520465 3.17 -2.23 -2.09
H 1.443221 2.581476 -1.416174 -1.41 0.62 2.10
H 2.301104 6.240818 3.935463 2.01 -0.02 0.65
```
Positions in Å, forces in eV/Å.

Calculated values
HOMO-LUMO gap in Ha: 0.269
Energy above the lowest of the compared OMol25 structures with the same formula, charge and spin in eV: 2.671
2S+1: 1
Total energy in Ha: -3271.1407
HOMO energy in eV: -9.63
Charge: +1



Molecular formula: C6H14
Method: DFT, ωB97M-V/def2-TZVPD

The geometry in XYZ format:
```
20
Properties=species:S:1:pos:R:3:forces:R:3
C 1.864558 -0.979220 0.986692 -1.06 -0.95 -3.29
C 1.473574 0.366193 0.385854 -2.12 1.96 1.18
C 0.597555 0.287082 -0.780118 2.47 0.99 -0.93
C -0.613617 1.136513 -1.024616 -1.43 -1.20 1.72
C -1.837128 0.600495 -0.171331 -1.56 -0.60 -2.15
C -2.227960 -0.825752 -0.746818 2.08 1.12 1.29
H 1.027430 -1.656162 1.190676 0.12 0.29 0.26
H 2.432800 -0.601968 2.000450 0.56 0.01 1.63
H 2.610437 -1.498600 0.361635 -0.02 0.01 0.49
H 2.317989 1.078922 0.350557 0.23 -0.41 -0.32
H 0.806880 0.836686 1.150380 0.53 -0.07 -0.08
H 1.064241 0.101100 -1.761101 0.16 -0.79 0.71
H 2.815394 -0.500712 2.896467 0.02 0.16 -0.42
H -0.583258 2.180025 -0.651553 0.87 -0.23 -0.51
H -0.806602 1.053545 -2.114091 -0.33 0.43 0.76
H -2.696781 1.235891 -0.406711 0.15 0.36 0.57
H -1.654612 0.582070 0.898900 0.23 0.09 -0.01
H -2.625588 -1.543285 -0.038207 -0.53 0.20 0.09
H -2.793443 -0.748617 -1.668515 0.12 -0.16 -0.06
H -1.171870 -1.104208 -0.858549 -0.48 -1.23 -0.93
```
Positions in Å, forces in eV/Å.

Calculated values
HOMO-LUMO gap in Ha: 0.186
Energy above the lowest of the compared OMol25 structures with the same formula, charge and spin in eV: 7.393
2S+1: 1
Total energy in Ha: -236.7397
HOMO energy in eV: -6.67



total energy of number 3 (CH3Cl2OPS)?
-1775.0210 Ha